Density functional theory data (ωB97M-V/def2-TZVPD) for an isolated molecule of C18H20N6O3S.

CARTESIAN COORDINATES (ANGSTROEM)
C -0.367 -6.003 2.535
C -1.667 -5.703 3.276
O -1.555 -4.598 4.150
C -1.539 -3.334 3.648
C -1.303 -2.320 4.579
C -1.280 -0.994 4.204
C -1.495 -0.648 2.873
C -1.736 -1.652 1.943
C -1.758 -2.983 2.319
H -1.950 -3.728 1.564
H -1.903 -1.394 0.906
N -1.481 0.676 2.405
C -1.224 1.809 3.094
O -1.026 1.895 4.283
C -1.245 3.081 2.212
N -0.608 2.926 0.938
C -1.080 2.343 -0.190
N -2.285 1.702 -0.330
H -3.092 2.170 0.061
H -2.408 1.420 -1.302
C -0.021 2.426 -1.091
N 1.001 3.051 -0.460
N 0.656 3.345 0.725
C -0.051 1.936 -2.467
O -1.049 1.386 -2.920
N 1.074 2.172 -3.167
H 1.855 2.571 -2.667
C 1.276 1.666 -4.507
C 2.132 0.440 -4.499
C 1.768 -0.824 -4.152
C 2.842 -1.741 -4.197
C 4.008 -1.158 -4.572
S 3.822 0.523 -4.876
H 4.973 -1.609 -4.692
H 2.746 -2.786 -3.962
H 0.762 -1.087 -3.878
H 0.282 1.421 -4.894
H 1.730 2.446 -5.124
H -2.287 3.390 2.075
H -0.710 3.861 2.757
H -1.680 0.750 1.413
H -1.093 -0.225 4.934
H -1.138 -2.601 5.607
H -2.495 -5.559 2.571
H -1.919 -6.541 3.933
H -0.491 -6.890 1.920
H -0.080 -5.168 1.899
H 0.432 -6.177 3.251

Values from the calculation:
SMILES: CCOc1ccc(NC(=O)Cn2nnc(C(=O)NCc3cccs3)c2N)cc1
Kohn-Sham gap: 8.472 eV